Formula: C23H23AsN4O2S7W
Source: the Open Molecules 2025 dataset
Level of theory: the ωB97M-V functional and the def2-TZVPD basis

Output
Net charge = -2
2S+1 = 3
Expectation value of S² = 2.02
HOMO (alpha / beta) = -1.7217 / -1.9967 eV
LUMO level (alpha / beta) = 0.1483 / 0.1483 Ha

```
61
Properties=species:S:1:pos:R:3:lowdin_spin:R:1
W 0.991 -2.163 0.261 1.595
S 1.280 -2.310 2.645 0.016
C 3.004 -2.139 2.925 0.016
C 3.471 -2.076 4.242 -0.001
C 4.815 -1.918 4.540 0.009
C 5.245 -1.865 5.926 0.002
N 5.577 -1.831 7.027 0.005
C 5.734 -1.818 3.494 -0.002
C 5.294 -1.898 2.189 0.006
C 3.936 -2.073 1.867 0.010
S 3.479 -2.214 0.204 0.059
C 7.152 -1.633 3.758 -0.001
N 8.275 -1.492 3.955 -0.002
H 2.756 -2.149 5.053 0.000
H 6.014 -1.825 1.384 0.001
O 0.914 -1.611 -1.590 0.052
C 0.757 -0.617 -2.415 0.004
C 0.630 -0.870 -3.794 0.010
C 0.437 0.175 -4.670 0.002
C 0.378 1.497 -4.213 0.016
C 0.513 1.742 -2.860 0.000
C 0.699 0.695 -1.954 0.014
C 0.849 0.953 -0.514 0.013
N 1.119 0.084 0.438 0.010
C 1.218 0.802 1.617 0.004
C 0.971 2.109 1.365 0.003
N 0.770 2.199 0.001 0.008
H 0.654 -1.902 -4.115 0.000
H 0.322 -0.033 -5.729 0.000
H 0.230 2.317 -4.904 0.001
H 0.469 2.764 -2.505 0.000
H 1.432 0.310 2.548 0.001
H 0.962 2.970 2.009 0.000
H 0.220 2.920 -0.447 0.000
S -1.794 -3.313 -2.669 0.009
As -1.507 -3.851 -0.631 0.037
S -1.445 -2.002 0.629 0.068
S 0.623 -4.456 -0.215 -0.016
S -2.914 -5.258 0.087 0.044
C -3.500 1.905 -3.722 0.000
C -3.958 0.840 -2.723 0.000
C -2.797 0.196 -1.969 0.003
S -2.210 1.110 -0.540 0.002
O -2.202 2.601 -0.890 0.000
C -3.639 0.853 0.562 0.000
C -3.900 2.091 1.409 0.000
C -2.801 2.345 2.438 0.000
H -4.352 2.335 -4.258 0.000
H -2.821 1.468 -4.459 0.000
H -2.972 2.705 -3.204 0.000
H -4.488 0.044 -3.250 0.000
H -4.672 1.287 -2.026 0.000
H -1.925 0.085 -2.616 0.000
H -3.018 -0.801 -1.581 0.002
H -3.368 -0.014 1.169 0.000
H -4.507 0.591 -0.043 0.000
H -4.861 1.958 1.914 0.000
H -3.989 2.955 0.748 0.000
H -2.717 1.509 3.138 0.000
H -3.002 3.253 3.014 0.000
H -1.832 2.463 1.950 0.000
```

---

Formula: C28H60BINO17P
Source: the Open Molecules 2025 dataset
Level of theory: the ωB97M-V functional and the def2-TZVPD basis

Output
Net charge = 0
2S+1 = 1
HOMO = -8.0151 eV
LUMO level = 0.0029 Ha

```
109
Properties=species:S:1:pos:R:3:mulliken_charge:R:1
N 7.136 -2.355 2.328 -0.652
C 6.723 -1.725 1.009 -0.442
C 5.228 -1.076 1.225 -0.420
C 4.956 0.104 0.149 -0.412
C 3.628 0.984 0.435 -0.137
P 3.321 1.411 2.258 -0.159
C 1.534 0.788 2.594 -0.870
C 0.460 1.263 1.483 -0.282
C -0.722 0.140 1.323 -1.067
I -1.481 -0.453 3.306 -0.028
C 3.331 3.280 2.589 -0.516
B 4.595 4.085 1.948 0.142
O 5.098 5.240 2.705 -0.518
O 5.274 3.732 0.678 -0.552
H 7.718 -1.655 2.833 0.269
H 6.286 -2.517 2.912 0.285
H 6.623 -2.486 0.157 0.252
H 7.506 -0.893 0.798 0.271
H 4.427 -1.895 1.061 0.149
H 5.214 -0.714 2.321 0.393
H 4.775 -0.437 -0.868 0.114
H 5.904 0.758 -0.031 0.212
H 3.602 1.965 -0.188 0.116
H 2.726 0.360 0.040 0.273
H 1.557 -0.360 2.701 0.362
H 1.203 1.238 3.605 0.444
H 0.007 2.263 1.844 0.282
H 0.902 1.464 0.440 0.262
H -0.286 -0.759 0.728 0.379
H -1.604 0.603 0.741 0.502
H 3.414 3.425 3.743 0.253
H 2.298 3.743 2.310 0.236
H 6.092 5.175 2.730 0.301
H 6.174 3.329 0.860 0.247
C -7.918 0.350 1.863 -0.560
C -8.178 -1.089 1.463 -0.246
O -7.151 -1.576 0.589 -0.376
C -5.988 -1.907 1.180 0.800
O -5.743 -1.836 2.363 -0.556
O -5.133 -2.304 0.220 -0.377
C -3.817 -2.598 0.694 -0.335
H -7.784 0.977 0.977 0.294
H -8.749 0.744 2.454 0.396
H -7.005 0.438 2.454 -0.173
H -9.116 -1.145 0.905 0.288
H -8.283 -1.740 2.336 0.301
H -3.842 -3.318 1.515 0.302
H -3.316 -1.677 1.003 0.022
H -3.255 -3.038 -0.132 0.232
C -6.409 5.975 5.811 -1.086
C -5.159 6.136 4.967 -0.162
O -4.457 4.893 4.842 -0.369
C -4.985 4.012 3.972 0.744
O -5.975 4.183 3.298 -0.571
O -4.237 2.894 4.004 -0.330
C -4.749 1.835 3.195 -0.392
H -6.164 5.528 6.779 0.290
H -6.889 6.942 5.978 0.353
H -7.131 5.312 5.330 0.308
H -4.476 6.832 5.461 0.287
H -5.386 6.552 3.981 0.301
H -4.919 2.167 2.167 0.349
H -5.671 1.447 3.631 0.309
H -4.008 1.035 3.181 -0.058
C 1.749 -0.173 -5.252 -1.239
C 2.568 -0.628 -4.059 -0.052
O 1.868 -1.624 -3.302 -0.262
C 1.866 -2.862 -3.830 0.657
O 2.400 -3.197 -4.862 -0.560
O 1.141 -3.658 -3.024 -0.259
C 0.974 -4.986 -3.523 -0.662
H 0.756 0.158 -4.932 0.313
H 2.247 0.649 -5.773 0.367
H 1.597 -0.988 -5.963 0.325
H 2.732 0.219 -3.387 0.198
H 3.555 -0.993 -4.362 0.335
H 1.936 -5.443 -3.764 0.292
H 0.322 -4.974 -4.399 0.298
H 0.497 -5.581 -2.743 0.234
C 1.239 8.586 -3.053 -1.094
C 2.756 8.613 -3.062 -0.152
O 3.290 8.039 -1.863 -0.394
C 3.270 6.694 -1.804 0.687
O 2.856 5.949 -2.663 -0.569
O 3.765 6.320 -0.610 -0.281
C 3.709 4.911 -0.376 -0.911
H 0.852 9.061 -2.147 0.289
H 0.837 9.106 -3.926 0.353
H 0.860 7.562 -3.060 0.311
H 3.099 9.651 -3.092 0.288
H 3.165 8.114 -3.946 0.307
H 4.180 4.356 -1.187 0.339
H 2.667 4.599 -0.248 0.275
H 4.274 4.692 0.581 0.888
C -2.758 -8.928 -1.751 -1.068
C -1.618 -9.828 -1.313 -0.169
O -1.164 -10.649 -2.395 -0.352
C -0.387 -10.035 -3.305 0.777
O -0.043 -8.875 -3.282 -0.534
O -0.082 -10.926 -4.266 -0.336
C 0.660 -10.373 -5.352 -0.607
H -3.562 -9.518 -2.201 0.293
H -3.160 -8.371 -0.901 0.350
H -2.430 -8.210 -2.506 0.290
H -1.973 -10.506 -0.532 0.290
H -0.789 -9.254 -0.888 0.290
H 1.555 -9.855 -4.998 0.278
H 0.026 -9.696 -5.929 0.283
H 0.971 -11.195 -5.999 0.219
```

---

Formula: C12H12
Source: the Open Molecules 2025 dataset
Level of theory: the ωB97M-V functional and the def2-TZVPD basis

Output
Net charge = 0
2S+1 = 1
HOMO = -8.5419 eV
Relative energy (zero: lowest compared OMol25 entry of this formula, charge and spin) = 73.8 kcal/mol
LUMO level = 0.0367 Ha

```
24
Properties=species:S:1:pos:R:3:mulliken_charge:R:1
C -1.878 0.932 -0.025 -0.631
C -1.373 -0.084 0.731 0.075
C -1.117 -1.425 0.321 -0.493
C -1.355 -1.790 -1.050 -0.396
C -1.695 -0.697 -1.852 -0.450
C -1.774 0.624 -1.468 -0.472
H -2.014 1.771 0.493 0.540
H -1.587 0.218 1.810 0.241
H -1.029 -2.202 1.155 0.319
H -1.253 -2.794 -1.307 0.492
H -1.691 -0.623 -2.959 0.267
H -2.222 1.329 -2.107 0.492
C 1.412 1.677 1.060 -0.240
C 1.733 0.618 1.942 -0.621
C 1.933 -0.572 1.322 -0.344
C 1.611 -0.923 -0.008 -0.521
C 1.257 0.176 -0.791 0.080
C 1.319 1.449 -0.278 -0.684
H 1.495 2.652 1.503 0.453
H 1.932 0.824 3.041 0.340
H 2.110 -1.282 2.046 0.389
H 1.753 -2.014 -0.286 0.350
H 0.840 -0.044 -1.802 0.476
H 1.225 2.257 -1.008 0.338
```

---

Formula: C35H31BrIIrN5OS
Source: the Open Molecules 2025 dataset
Level of theory: the ωB97M-V functional and the def2-TZVPD basis

Output
Net charge = +1
2S+1 = 1
HOMO = -9.5272 eV
Relative energy (zero: lowest compared OMol25 entry of this formula, charge and spin) = 35.7 kcal/mol
LUMO level = -0.1363 Ha

```
76
Properties=species:S:1:pos:R:3:mulliken_charge:R:1
Ir 0.168 0.331 -0.653 2.026
C 0.424 -3.998 -0.233 -0.798
C -0.827 -4.289 0.272 -1.009
C -1.706 -3.247 0.524 -0.664
C -1.313 -1.955 0.246 1.035
N -0.100 -1.680 -0.277 0.169
C 0.747 -2.680 -0.496 -0.199
C -2.163 -0.776 0.494 -0.337
C -3.491 -0.776 0.885 -0.619
C -4.151 0.435 0.999 -1.506
C -3.505 1.618 0.675 -0.607
C -2.182 1.563 0.283 0.246
N -1.539 0.385 0.283 0.023
C -1.361 2.696 -0.201 0.845
C -1.772 4.012 -0.142 -0.647
C -0.925 5.009 -0.604 -0.892
C 0.317 4.659 -1.100 -0.847
C 0.673 3.323 -1.128 -0.544
N -0.149 2.361 -0.704 0.506
H 1.147 -4.774 -0.436 0.534
H -1.119 -5.309 0.478 0.464
H -2.685 -3.442 0.937 0.481
H 1.711 -2.407 -0.888 0.247
H -4.008 -1.705 1.073 0.567
H -5.188 0.456 1.305 0.479
H -4.036 2.558 0.701 0.560
H -2.737 4.261 0.274 0.497
H -1.231 6.046 -0.562 0.476
H 1.014 5.403 -1.458 0.504
H 1.640 2.999 -1.486 0.458
O -1.398 0.225 -2.156 -0.497
N -1.175 0.259 -3.487 -0.082
C -1.247 1.485 -4.073 -0.082
C -1.054 1.653 -5.406 -0.917
C -0.792 0.506 -6.184 -0.246
C -0.745 -0.717 -5.586 -0.750
C -0.935 -0.898 -4.184 0.268
S -0.839 -2.401 -3.436 -0.262
H -1.475 2.285 -3.383 0.416
H -1.117 2.640 -5.839 0.443
H -0.638 0.595 -7.251 0.412
H -0.557 -1.615 -6.155 0.448
C -0.373 -0.211 3.663 -0.468
N -0.209 1.223 3.793 0.060
C 0.458 1.551 5.041 -1.015
C 0.350 1.857 2.596 -0.911
C 1.596 1.213 2.018 1.387
C 2.762 1.352 2.781 -0.715
C 3.946 0.722 2.450 -1.076
C 3.970 -0.076 1.317 -1.247
C 2.834 -0.177 0.532 -0.015
C 1.623 0.473 0.824 0.618
H -1.006 -0.579 4.473 0.454
H 0.581 -0.761 3.696 0.308
H -0.859 -0.447 2.719 -0.138
H -0.187 1.262 5.873 0.338
H 0.626 2.626 5.102 0.343
H 1.420 1.034 5.173 0.358
H 0.556 2.900 2.850 0.778
H -0.438 1.866 1.849 -0.394
H 2.729 1.983 3.661 0.581
H 4.827 0.847 3.066 0.410
H 4.871 -0.604 1.028 0.490
H 2.918 -0.792 -0.351 0.010
Br 5.282 1.473 -2.503 -0.133
C 4.909 -0.369 -2.655 0.290
C 5.981 -1.254 -2.656 -0.414
C 5.758 -2.617 -2.748 -0.638
C 4.465 -3.111 -2.859 -0.733
C 3.393 -2.236 -2.863 -0.134
C 3.618 -0.870 -2.742 -0.139
I 1.949 0.382 -2.813 0.312
H 6.987 -0.865 -2.583 0.425
H 6.602 -3.294 -2.748 0.402
H 4.289 -4.173 -2.963 0.434
H 2.385 -2.601 -3.028 0.569
```

---

One value per record, in order, for maximum force: 1.31; 7.14; 7.56; 0.64 eV Å⁻¹.